[1]
Entry from the OMol25 dataset: C32H66N6P2RuSi2Te as an isolated structure in a non-equilibrium geometry (ωB97M-V/def2-TZVPD).

Properties
⟨S²⟩: 6.027
Frontier orbital gap (alpha / beta) in eV: 7.26 / 5.14
Relative energy (zero: lowest compared OMol25 entry of this formula, charge and spin) in kJ/mol: 52.7

Geometry as ORCA input:
```
! RIJCOSX wB97M-V def2-TZVPD def2/J DEFGRID3
* xyz 4 5
Ru 0.205 1.050 -0.520
N 1.469 0.185 1.058
C 2.007 1.181 2.046
C 0.903 1.875 2.829
C -0.012 2.771 2.008
N -0.929 1.981 1.115
H 0.906 -0.503 1.557
H 2.253 -0.335 0.670
H 2.600 1.915 1.495
H 2.679 0.668 2.735
H 1.385 2.504 3.579
H 0.309 1.137 3.381
H 0.576 3.441 1.375
H -0.610 3.395 2.672
H -1.637 2.618 0.756
H -1.432 1.301 1.684
C 2.414 -1.150 -2.402
P 1.709 0.511 -2.293
C 0.644 0.588 -3.780
N 1.117 0.032 -4.872
C 0.320 -0.003 -5.962
C 0.804 -0.550 -7.174
C -0.030 -0.615 -8.251
C -1.371 -0.145 -8.173
C -1.865 0.396 -7.023
C -1.023 0.484 -5.889
N -1.493 1.026 -4.742
C -0.674 1.106 -3.720
P -1.284 1.924 -2.199
C -2.944 1.235 -1.927
C -1.616 3.734 -2.604
C -0.388 4.394 -3.226
C -1.952 4.431 -1.278
C -2.807 3.796 -3.566
C 3.140 1.696 -2.427
C 2.660 3.060 -1.933
C 3.634 1.788 -3.870
C 4.246 1.172 -1.497
H 2.837 -1.245 -3.404
H 1.646 -1.905 -2.256
H 3.196 -1.299 -1.660
H 1.830 -0.889 -7.224
H 0.330 -1.022 -9.187
H -2.001 -0.210 -9.051
H -2.872 0.785 -6.962
H -3.400 1.071 -2.905
H -3.554 1.943 -1.367
H -2.905 0.305 -1.365
H 0.378 4.589 -2.480
H -0.692 5.361 -3.628
H 0.034 3.820 -4.054
H -1.128 4.358 -0.560
H -2.876 4.060 -0.827
H -2.107 5.494 -1.469
H -2.659 3.193 -4.460
H -2.906 4.836 -3.884
H -3.746 3.511 -3.095
H 1.978 3.512 -2.645
H 3.510 3.734 -1.815
H 2.162 3.001 -0.951
H 2.885 2.214 -4.536
H 3.941 0.820 -4.267
H 4.509 2.442 -3.887
H 3.871 0.890 -0.506
H 4.977 1.967 -1.343
H 4.778 0.323 -1.924
C -0.349 -2.100 5.770
Si -0.744 -3.853 5.284
C -1.619 -4.820 6.588
C 0.769 -4.712 4.595
C -2.063 -3.679 3.856
Te -1.293 -3.175 1.984
C -2.321 -4.535 0.798
Si -1.418 -6.261 0.579
C -1.359 -7.049 2.251
C -2.494 -7.148 -0.640
C 0.259 -5.820 -0.142
H 0.388 -2.090 6.576
H -1.233 -1.571 6.133
H 0.080 -1.528 4.938
H -0.980 -4.931 7.467
H -1.874 -5.821 6.235
H -2.536 -4.322 6.908
H 1.670 -4.360 5.103
H 0.922 -4.546 3.523
H 0.723 -5.791 4.753
H -2.737 -2.862 4.131
H -2.656 -4.586 3.729
H -2.428 -4.095 -0.196
H -3.307 -4.676 1.245
H -2.366 -7.209 2.642
H -0.789 -6.465 2.978
H -0.882 -8.030 2.184
H -3.355 -7.607 -0.151
H -1.929 -7.952 -1.118
H -2.865 -6.491 -1.429
H 0.507 -4.758 -0.031
H 0.291 -6.064 -1.206
H 1.062 -6.387 0.333
C -0.598 -3.156 -3.505
N -1.535 -2.351 -2.692
C -2.920 -2.199 -3.192
C -1.119 -1.664 -1.687
N -0.734 -1.094 -0.732
H -0.231 -2.571 -4.349
H -1.141 -4.023 -3.876
H 0.232 -3.496 -2.891
H -2.907 -1.679 -4.150
H -3.516 -1.641 -2.475
H -3.350 -3.190 -3.323
*
```



[2]
Entry from the OMol25 dataset: a 7-piece molecular cluster, C32H67F9N2O26P8S2 overall in a non-equilibrium geometry (ωB97M-V/def2-TZVPD).

Properties
Frontier orbital gap in eV: 5.94

Geometry as ORCA input:
```
! RIJCOSX wB97M-V def2-TZVPD def2/J DEFGRID3
* xyz 0 1
C 2.637 5.195 -0.311
C 2.921 4.194 0.968
O 2.128 2.963 0.828
C 2.930 1.831 0.337
C 2.610 1.654 -1.284
C 3.908 1.029 -2.087
C 3.867 -0.363 -3.001
P 2.161 -1.278 -3.025
S 0.890 -0.250 -4.103
C 5.211 -0.912 -3.822
P 5.025 -2.488 -4.876
O 5.744 -3.669 -4.046
C 6.643 -0.114 -3.724
C 8.047 -0.521 -4.457
F 8.225 -1.958 -4.756
F 9.139 -0.186 -3.466
C 8.407 0.426 -5.788
F 9.095 1.638 -5.203
F 9.319 -0.340 -6.676
C 7.085 0.989 -6.571
F 6.026 -0.014 -6.829
F 6.435 2.171 -5.910
C 7.545 1.551 -8.078
F 6.541 2.629 -8.415
F 7.422 0.532 -9.145
F 8.866 2.221 -8.074
C 6.614 1.281 -2.801
N 7.703 2.289 -2.517
S 7.239 3.666 -1.503
N 5.581 3.193 -1.219
C 5.317 1.884 -1.982
H 3.356 4.839 -1.175
H 1.523 5.013 -0.652
H 2.886 6.323 -0.108
H 2.559 4.705 1.984
H 4.076 4.034 1.068
H 4.078 1.906 0.552
H 2.526 0.846 0.850
H 1.595 1.113 -1.505
H 2.478 2.767 -1.693
H 2.257 -2.671 -3.380
H 1.644 -1.233 -1.651
H 3.651 -2.938 -5.056
H 5.682 -2.460 -6.157
C -3.698 5.057 -6.055
O -2.898 4.484 -7.072
P -1.429 3.761 -6.513
O -0.894 5.170 -6.214
O -1.028 3.325 -8.051
C -1.273 4.204 -9.132
O 0.039 3.037 -5.953
C 1.250 3.768 -6.029
H -4.727 5.123 -6.414
H -3.683 4.432 -5.155
H -3.340 6.061 -5.816
H -1.159 5.252 -8.836
H -2.282 4.030 -9.517
H -0.556 3.986 -9.924
H 1.301 4.485 -5.207
H 1.352 4.271 -6.989
H 2.082 3.068 -5.913
C -4.518 1.598 1.233
O -3.979 1.657 2.541
P -2.487 2.525 2.668
O -1.800 1.375 1.914
O -2.432 2.241 4.290
C -2.819 0.984 4.812
O -0.996 3.392 2.794
C 0.227 2.678 2.803
H -5.590 1.402 1.304
H -4.372 2.552 0.713
H -4.045 0.791 0.668
H -2.570 0.168 4.127
H -3.894 0.993 5.013
H -2.291 0.823 5.753
H 0.493 2.388 1.784
H 0.175 1.806 3.453
H 1.011 3.344 3.176
C 3.147 -6.653 1.195
O 3.007 -6.213 -0.143
P 1.790 -7.041 -1.052
O 2.688 -8.288 -1.046
O 2.120 -6.122 -2.380
C 3.457 -5.791 -2.708
O 0.573 -7.869 -1.961
C 0.946 -8.933 -2.819
H 3.616 -5.858 1.778
H 2.166 -6.873 1.632
H 3.778 -7.544 1.234
H 4.150 -6.594 -2.439
H 3.735 -4.865 -2.197
H 3.517 -5.625 -3.785
H 1.112 -9.840 -2.232
H 1.830 -8.682 -3.404
H 0.118 -9.127 -3.506
C -5.510 4.206 4.026
O -6.158 4.778 2.904
P -7.548 5.734 3.284
O -8.287 4.441 3.660
O -7.785 6.069 1.687
C -7.591 5.066 0.708
O -8.939 6.691 3.664
C -10.230 6.118 3.557
H -4.478 3.975 3.754
H -5.500 4.911 4.865
H -6.016 3.284 4.322
H -7.865 4.075 1.084
H -6.545 5.072 0.389
H -8.219 5.298 -0.153
H -10.431 5.495 4.432
H -10.336 5.542 2.639
H -10.965 6.927 3.548
C 0.725 -13.109 3.749
O 0.951 -12.392 2.550
P 1.060 -13.375 1.131
O 2.412 -13.896 1.642
O 1.295 -12.040 0.193
C 2.113 -10.979 0.649
O 1.169 -14.358 -0.289
C 2.443 -14.721 -0.790
H 0.289 -12.432 4.486
H 0.025 -13.935 3.577
H 1.669 -13.498 4.138
H 2.942 -11.342 1.263
H 1.502 -10.273 1.220
H 2.522 -10.461 -0.219
H 2.852 -15.544 -0.199
H 3.126 -13.872 -0.796
H 2.320 -15.076 -1.817
C -4.104 7.340 11.233
O -4.702 6.102 10.896
P -5.077 5.914 9.218
O -6.193 6.956 9.391
O -5.676 4.403 9.495
C -6.448 4.139 10.651
O -5.452 5.727 7.540
C -6.770 5.978 7.087
H -3.561 7.224 12.173
H -3.395 7.649 10.456
H -4.873 8.106 11.359
H -7.051 5.005 10.942
H -5.783 3.851 11.470
H -7.117 3.305 10.437
H -6.930 7.055 6.993
H -7.511 5.534 7.750
H -6.883 5.536 6.093
*
```



[3]
Entry from the OMol25 dataset: C32H70BrClF3N5NbO5S as an isolated structure in a non-equilibrium geometry (ωB97M-V/def2-TZVPD).

Properties
Frontier orbital gap in eV: 6.02

Geometry as ORCA input:
```
! RIJCOSX wB97M-V def2-TZVPD def2/J DEFGRID3
* xyz -1 1
C 0.751 -7.112 0.634
C 1.859 -7.067 -0.512
C 1.207 -7.096 -1.986
C 1.019 -5.635 -2.571
C -0.441 -5.012 -2.273
C -0.377 -3.492 -2.722
C -1.141 -2.467 -1.785
C -0.954 -2.688 -0.223
C 0.501 -3.092 0.254
C 1.406 -1.875 0.740
C 1.925 -1.074 -0.548
Nb 4.175 -1.031 -0.840
S 4.638 -0.724 1.645
Cl 4.247 1.491 -0.994
C 4.161 -3.302 -0.674
C 5.594 -4.003 -0.665
C 6.188 -4.294 0.764
F 6.733 -5.597 0.845
F 7.238 -3.423 1.017
F 5.296 -4.190 1.812
C 4.049 -1.042 -3.111
Br 2.399 -0.213 -3.860
C 5.316 -0.293 -3.775
C 4.993 1.080 -4.504
H 0.177 -6.140 0.637
H 1.299 -7.228 1.620
H 0.089 -8.009 0.475
H 2.517 -7.987 -0.403
H 2.552 -6.174 -0.423
H 1.991 -7.610 -2.639
H 0.284 -7.742 -2.032
H 1.793 -4.917 -2.141
H 1.152 -5.580 -3.701
H -0.619 -5.180 -1.173
H -1.231 -5.551 -2.884
H -0.778 -3.403 -3.785
H 0.704 -3.132 -2.792
H -2.258 -2.598 -1.999
H -0.914 -1.401 -2.122
H -1.772 -3.391 0.143
H -1.191 -1.686 0.274
H 1.108 -3.692 -0.482
H 0.367 -3.767 1.170
H 0.825 -1.196 1.435
H 2.238 -2.330 1.363
H 1.366 -1.507 -1.437
H 1.589 0.006 -0.403
H 6.007 -1.157 -1.033
H 3.727 0.218 2.111
H 3.633 -3.681 -1.617
H 3.511 -3.681 0.185
H 5.534 -5.011 -1.197
H 6.340 -3.387 -1.248
H 4.082 -2.115 -3.468
H 6.013 -0.030 -2.912
H 5.834 -1.002 -4.484
H 6.007 1.558 -4.741
H 4.484 0.961 -5.512
H 4.467 1.835 -3.841
C -1.230 3.207 1.096
C -1.112 1.958 0.262
O -0.049 1.599 -0.220
N -2.238 1.224 0.055
C -3.580 1.484 0.540
H -0.253 3.683 1.172
H -1.922 3.910 0.625
H -1.573 2.956 2.102
H -2.080 0.403 -0.512
H -3.897 0.635 1.142
H -4.244 1.577 -0.323
H -3.635 2.389 1.137
C -5.570 1.272 4.847
C -5.992 0.836 3.470
O -5.586 1.393 2.458
N -6.855 -0.213 3.367
C -7.442 -0.996 4.434
H -4.883 2.115 4.764
H -6.441 1.589 5.424
H -5.055 0.455 5.358
H -7.091 -0.446 2.414
H -7.153 -2.040 4.297
H -8.529 -0.916 4.364
H -7.119 -0.658 5.415
C -2.051 5.073 4.541
C -3.532 4.816 4.627
O -3.995 3.889 5.281
N -4.362 5.650 3.948
C -4.011 6.792 3.126
H -1.521 4.328 5.132
H -1.716 4.997 3.505
H -1.818 6.062 4.941
H -5.338 5.414 4.052
H -4.493 7.677 3.541
H -4.392 6.619 2.117
H -2.938 6.954 3.083
C 4.959 -2.099 -7.594
C 5.816 -2.932 -6.679
O 5.943 -2.668 -5.495
N 6.459 -4.009 -7.212
C 6.435 -4.480 -8.580
H 4.515 -1.282 -7.027
H 5.567 -1.673 -8.395
H 4.154 -2.707 -8.013
H 7.013 -4.517 -6.538
H 6.054 -5.504 -8.586
H 7.457 -4.478 -8.965
H 5.809 -3.859 -9.215
C -5.193 12.242 4.114
C -4.895 10.769 4.209
O -4.049 10.232 3.508
N -5.602 10.033 5.110
C -6.635 10.483 6.021
H -4.553 12.691 3.357
H -6.234 12.397 3.824
H -4.991 12.728 5.071
H -5.348 9.057 5.118
H -6.318 10.261 7.041
H -7.552 9.931 5.804
H -6.826 11.549 5.927
*
```



Q: Number 3 is which compound?
A: C32H70BrClF3N5NbO5S